# 1
The following is a DFT calculation (ωB97M-V with the def2-TZVPD basis set) of a molecular structure, C10H19BF5N9OTeV at a distorted geometry.

Kohn-Sham gap (spin up / spin down) (eV): 8.1 / 8.6
Multiplicity: 3
ΔE to the lowest compared entry with this formula, charge and spin (kJ/mol): 0.0
<S²>: 2.009
Charge: +1
Calculated total energy (Ha): -2696.667014

Cartesian coordinates (Å):
V 0.35632 0.56342 0.05854
C -4.00777 -2.31583 -0.94001
N -2.58910 -2.25707 -0.58598
C -1.87550 -3.51827 -0.39773
C -1.94441 -1.09887 -0.40457
N -0.76697 -1.00213 0.15608
N -2.61784 0.03589 -0.82379
C -2.37398 1.34921 -0.45668
N -3.32034 2.22431 -0.81847
N -1.32539 1.64768 0.24720
H -4.37874 -3.30946 -0.70973
H -4.17228 -2.13475 -2.00531
H -4.58727 -1.60823 -0.34859
H -2.36302 -4.28508 -0.99310
H -1.88135 -3.83299 0.64789
H -0.84864 -3.42907 -0.74826
H -0.45826 -1.86302 0.58977
H -3.37440 -0.11437 -1.46987
H -4.03464 1.98019 -1.48343
H -3.09816 3.20586 -0.75270
H -1.28713 2.62326 0.52135
B 3.31200 0.83833 1.55623
N 2.04955 0.56353 2.45035
C 2.00693 0.53391 3.77854
C 0.68760 0.38584 4.19167
C -0.03539 0.32701 3.01716
N 0.79191 0.44205 1.95866
N 3.19434 -0.05900 0.27224
C 4.17211 -0.67942 -0.35912
C 3.66335 -1.32727 -1.49074
C 2.32464 -1.04298 -1.47548
N 2.02450 -0.26192 -0.40245
H 3.33837 2.00078 1.24121
H 4.28428 0.48367 2.16726
H 2.91327 0.62247 4.35452
H 0.32280 0.32319 5.20182
H -1.09636 0.20866 2.86928
H 5.18190 -0.63978 0.01630
H 4.21433 -1.91336 -2.20499
H 1.54965 -1.33644 -2.16328
F 0.77700 2.56128 -3.90585
Te 0.81975 2.39776 -2.07864
F 1.12206 2.57747 -0.14942
F -0.77163 3.35356 -1.88776
F 2.58297 1.88059 -2.13604
F 1.51729 4.10558 -2.06976
O 0.00165 0.79384 -2.03435

Atom charges from the Löwdin analysis, given in e for atoms 1 to 6: 0.861, -0.017, -0.125, -0.012, -0.365, 0.064


# 2
The following is a DFT calculation (ωB97M-V with the def2-TZVPD basis set) of 2 unconnected molecules or ions with the total composition C10H19BrNO3 at a distorted geometry.

Kohn-Sham gap (eV): 8.1
ΔE to the lowest compared entry with this formula, charge and spin (kJ/mol): 110.4
Charge: +1
Calculated total energy (Ha): -3246.642745

Cartesian coordinates (Å):
Br 6.62700 0.70171 -1.99793
C 5.15147 1.83265 -1.26031
C 4.34194 0.93913 -0.27395
C 3.01053 1.63566 0.24358
C 1.89233 1.34246 -0.82409
C 0.95151 2.49570 -1.33008
C -0.42050 1.81836 -0.95127
C -0.17922 0.30141 -0.81623
N 1.10352 0.09874 -0.71907
H 5.65509 2.67806 -0.75515
H 4.58186 2.17210 -2.14812
H 4.97907 0.66387 0.58958
H 4.08871 -0.00533 -0.81757
H 3.18998 2.71839 0.39696
H 2.80519 1.16904 1.23648
H 2.51472 1.12868 -1.73193
H 1.14642 3.52484 -0.97925
H 1.02185 2.46666 -2.43635
H -1.36656 2.19026 -1.38800
H -0.54360 2.11978 0.13098
H -0.97968 -0.46042 -0.80284
H 1.53403 -0.81643 -0.61128
C -2.59875 -1.19770 2.28187
O -3.90666 -1.72526 2.43227
C -4.26128 -2.55471 1.44549
O -3.57842 -2.85228 0.50080
O -5.49363 -2.98574 1.69171
C -6.00691 -3.88818 0.70890
H -2.40721 -0.53894 3.12637
H -1.85681 -1.99740 2.29025
H -2.52631 -0.61463 1.36072
H -5.39493 -4.78838 0.65594
H -6.06330 -3.40434 -0.26609
H -7.01144 -4.16772 1.01762

Atom charges from the Löwdin analysis, given in e for atoms 1 to 6: 0.602, -0.569, -0.305, -0.114, -0.273, -0.073


# 3
The following is a DFT calculation (ωB97M-V with the def2-TZVPD basis set) of a gas-phase ion, C10H19FNO3S (charge +1) at a distorted geometry.

Kohn-Sham gap (eV): 10.6
Charge: +1
Calculated total energy (Ha): -1170.701260

Cartesian coordinates (Å):
C 0.09146 0.67844 3.82085
C 0.60450 1.53721 2.66658
F 1.64620 0.87789 2.00306
C -0.43639 2.02133 1.67638
C -1.55497 1.01133 1.29639
C -0.82929 -0.23083 0.90119
N -0.94396 -0.57105 -0.30574
C -0.17102 -1.73102 -0.81240
C 1.34649 -1.46645 -0.75261
C 2.07982 -1.75741 -2.06375
S 1.49874 -0.57853 -3.29823
O 0.70779 0.42490 -2.67297
O 2.60276 -0.10689 -4.03560
O 0.49262 -1.42831 -4.20022
C -1.88181 0.26805 -1.05881
C -2.13321 1.41756 -0.08580
H 0.33259 -0.35452 3.60081
H -0.97656 0.75657 3.95732
H 0.64041 0.93289 4.71296
H 1.03980 2.42170 3.11587
H 0.06209 2.30232 0.75656
H -0.88942 2.92076 2.07105
H -2.36824 0.90069 1.99292
H -0.22673 -0.77292 1.60216
H -0.50881 -2.02134 -1.79471
H -0.39292 -2.55808 -0.15657
H 1.55370 -0.43566 -0.51400
H 1.78214 -2.06174 0.03810
H 3.11809 -1.50781 -1.92189
H 1.96665 -2.78143 -2.38861
H 0.91322 -2.29892 -4.33773
H -1.58656 0.53208 -2.05579
H -2.78665 -0.33358 -1.11601
H -1.62484 2.26719 -0.52359
H -3.16768 1.72558 -0.11717

Atom charges from the Löwdin analysis, given in e for atoms 1 to 6: -0.010, -0.367, -0.023, -0.084, -0.191, 0.035


# 4
The following is a DFT calculation (ωB97M-V with the def2-TZVPD basis set) of a gas-phase ion, C10H19N2 (charge +1) at a distorted geometry.

Kohn-Sham gap (eV): 9.5
ΔE to the lowest compared entry with this formula, charge and spin (kJ/mol): 409.4
Charge: +1
Calculated total energy (Ha): -501.579722

Cartesian coordinates (Å):
C 0.04382 2.45212 -1.99199
C -0.55811 1.12760 -1.42356
C -1.90718 1.37226 -0.67861
N -1.57784 0.36627 0.40744
C -2.14341 -0.99789 0.26580
C -1.21261 -2.06154 0.98194
N -0.03294 -2.22335 0.00753
C 0.77653 -0.92153 -0.11530
C 1.43877 -0.39077 1.12854
C 2.95732 -0.45115 1.27426
C 0.85798 1.05787 0.93413
C -0.13288 0.37125 -0.09898
H -0.09454 3.18506 -1.21737
H -0.41323 2.72419 -2.92911
H 1.12103 2.36845 -2.19783
H -0.69928 0.58186 -2.25209
H -1.76854 2.43826 -0.32247
H -2.77603 1.10149 -1.33986
H -2.29918 -1.32387 -0.82276
H -3.09188 -1.03886 0.84173
H -0.91934 -1.73368 2.02657
H -1.75297 -2.92888 0.95545
H 0.58272 -2.99957 0.23419
H -0.44824 -2.24089 -0.88393
H 1.30931 -1.14598 -1.04435
H 0.91794 -0.76401 2.01930
H 3.45884 0.08212 0.43485
H 3.19677 -1.40455 1.34781
H 3.18732 0.22681 2.06580
H 0.43959 1.39664 1.77127
H 1.54028 1.77428 0.62160

Atom charges from the Löwdin analysis, given in e for atoms 1 to 6: -0.035, -0.246, -0.084, -0.048, -0.144, -0.044


# 5
The following is a DFT calculation (ωB97M-V with the def2-TZVPD basis set) of 2 unconnected molecules or ions with the total composition C10H19N2O3 at a distorted geometry.

Kohn-Sham gap (spin up / spin down) (eV): 6.5 / 8.5
ΔE to the lowest compared entry with this formula, charge and spin (kJ/mol): 675.5
Charge: +1
Calculated total energy (Ha): -727.105606

Cartesian coordinates (Å):
C -0.07996 -2.63981 0.49241
C 2.30321 -2.67556 -0.04431
C 2.22997 -0.37783 0.21140
C 1.30636 -2.26150 1.04149
C 2.39083 -1.36112 -0.93087
C 3.71802 -1.19614 -1.69176
C -2.37349 2.23316 -0.88702
C -3.52204 0.24074 0.25819
C -2.57929 2.28435 1.55561
C -2.44154 1.39689 0.34790
N 1.48664 -0.89258 1.26008
N -0.81367 -0.09200 1.41363
O -0.94156 -1.88910 0.20191
O -1.47443 -0.20905 2.39920
O -1.10309 0.64256 0.43648
H -0.12239 -3.84935 0.37251
H 3.30614 -2.97347 0.26299
H 1.92387 -3.54254 -0.46548
H 3.13716 -0.11864 0.67744
H 1.93282 0.56269 -0.22800
H 1.24349 -2.85631 1.95407
H 1.68453 -1.35545 -1.64456
H 4.58320 -1.36343 -0.95479
H 3.88133 -0.25431 -2.05803
H 3.80034 -1.87764 -2.68267
H -2.55126 3.30642 -0.57269
H -1.31731 2.28807 -1.16014
H -2.99699 1.91744 -1.59507
H -4.54806 0.87291 0.05150
H -3.79864 -0.23838 1.20542
H -3.15902 -0.26919 -0.57972
H -1.69904 3.02910 1.61143
H -3.59240 2.75303 1.37035
H -2.40295 1.70560 2.47657

Atom charges from the Löwdin analysis, given in e for atoms 1 to 6: -0.146, -0.063, -0.179, -0.287, -0.292, -0.050


# 6
The following is a DFT calculation (ωB97M-V with the def2-TZVPD basis set) of a single C10H19N3O4 molecule at a distorted geometry.

Kohn-Sham gap (eV): 9.9
ΔE to the lowest compared entry with this formula, charge and spin (kJ/mol): 283.5
Calculated total energy (Ha): -857.648584

Cartesian coordinates (Å):
C -2.50812 -0.92547 -0.77622
C -2.64235 0.58606 -0.58361
C -2.60880 0.85245 0.95778
C -1.62247 1.52454 -1.43412
N -2.04558 1.48622 -2.89960
C -0.13130 1.21454 -1.41515
O 0.57209 1.61725 -2.37155
N 0.45659 0.67973 -0.33036
C 1.89557 0.71237 0.06341
C 2.26570 0.59803 1.52856
C 2.24948 -0.92504 2.09831
C 0.99426 -1.80959 1.91624
N 1.22579 -3.13015 2.46053
O 0.05638 -1.47603 1.18611
C 2.83992 -0.16559 -0.72488
O 3.80103 -0.74819 -0.37337
O 2.44829 -0.11822 -2.02486
H -3.29925 -1.56443 -0.37609
H -2.53502 -1.19574 -1.83988
H -1.63293 -1.35253 -0.27685
H -3.51882 0.94413 -1.15672
H -2.85514 1.86870 1.30529
H -3.27068 0.25784 1.63246
H -1.62024 0.84112 1.36184
H -1.76559 2.51207 -0.94443
H -1.99240 0.52790 -3.39323
H -1.46518 2.14023 -3.41131
H -0.04925 -0.05925 0.23535
H 1.91366 1.75673 -0.38915
H 1.50559 1.39651 1.94684
H 3.27100 0.86513 1.41975
H 2.54380 -0.88171 3.11438
H 3.02713 -1.48355 1.51228
H 2.17459 -3.43718 2.29390
H 0.51468 -3.70732 1.95974
H 1.80757 0.59844 -2.27138

Atom charges from the Löwdin analysis, given in e for atoms 1 to 6: -0.084, -0.327, -0.075, -0.220, 0.026, -0.402